13
Properties=species:S:1:pos:R:3:mulliken_charge:R:1 method="wB97M-V/def2-TZVPD" fmax_ha_per_bohr=0.1285 smiles="O=CN(C=S)CC=S" e_tot_ha=-1081.691566 homo_lumo_gap_ha=0.294
O 1.78695 -1.11183 1.44546 -0.51
C 1.45295 -0.30982 0.62686 0.21
N 0.13858 0.01266 0.70941 -0.10
C -0.81576 -0.63509 1.35719 -0.04
S -2.37947 -0.31077 1.40898 -0.31
C -0.15114 0.97643 -0.52381 -0.68
C -0.30754 0.00739 -1.65435 -0.13
S -0.03057 0.54145 -3.12648 -0.22
H 2.10139 0.17484 -0.07294 0.41
H -0.41796 -1.59221 1.76676 0.29
H 0.56891 1.84332 -0.47006 0.43
H -1.21463 1.25207 -0.03346 0.22
H -0.73171 -0.84844 -1.43357 0.42

11
Properties=species:S:1:pos:R:3:mulliken_charge:R:1 method="wB97M-V/def2-TZVPD" fmax_ha_per_bohr=0.1144 smiles="C1=NS[C@@H]2C[C@H]12" e_tot_ha=-608.269766 homo_lumo_gap_ha=0.342
C -1.14635 -0.57743 -0.81714 0.07
N -0.43367 -0.73354 -1.85200 -0.57
S 0.96902 0.42918 -1.78778 -0.05
C 0.71381 0.80146 -0.08686 -0.23
C 0.67399 -0.28604 0.91221 -0.52
C -0.54126 0.07558 0.35457 -0.20
H -2.12430 -0.89668 -0.53643 0.36
H 1.02129 1.73786 0.28614 0.38
H 0.98156 -0.03223 1.95908 0.25
H 1.24436 -1.13949 0.67138 0.23
H -1.35845 0.62134 0.89683 0.28

11
Properties=species:S:1:pos:R:3:mulliken_charge:R:1 method="wB97M-V/def2-TZVPD" fmax_ha_per_bohr=0.0594 smiles="C=C=C1SN1C" e_tot_ha=-608.186105 homo_lumo_gap_ha=0.301
C -0.94880 2.36191 0.24830 -0.81
C -0.01228 1.48045 0.16129 -0.01
C 1.01435 0.72771 0.46815 0.68
S 2.58552 0.73766 -0.24786 -0.16
N 1.39337 -0.51391 0.76246 -0.37
C 0.87314 -1.65426 0.06131 -0.72
H -1.23745 3.12424 1.00659 0.26
H -1.53834 2.32516 -0.62310 0.23
H 0.99008 -1.59720 -0.96181 0.33
H 1.09552 -2.69171 0.45708 0.24
H -0.15916 -1.40569 0.15486 0.34

11
Properties=species:S:1:pos:R:3:mulliken_charge:R:1 method="wB97M-V/def2-TZVPD" fmax_ha_per_bohr=0.0482 e_tot_ha=-608.112290 homo_lumo_gap_ha="0.277 / 0.278"
C 0.57890 -2.61409 0.04970 -0.14
C -1.56269 -1.15345 0.92060 -0.08
C 0.13878 -1.45831 0.22890 -0.24
C 0.84976 2.20183 0.01763 -0.30
N -0.05633 1.49967 -0.48496 -0.39
S -2.78405 -1.25206 -0.08719 -0.08
H 0.35024 -3.60135 0.35725 0.28
H -0.26574 1.80598 -1.40609 0.17
H 0.25525 -0.40636 0.00201 0.30
H 1.30858 1.92730 0.99107 0.25
H 1.18731 3.05084 -0.58894 0.23

11
Properties=species:S:1:pos:R:3:mulliken_charge:R:1 method="wB97M-V/def2-TZVPD" fmax_ha_per_bohr=0.0665 e_tot_ha=-608.111732 homo_lumo_gap_ha="0.339 / 0.267" s2=2.011 multiplicity=3
C -0.19772 0.56511 0.32054 0.36
C -0.24296 1.84235 0.39276 -0.32
C -1.46823 1.24654 -0.26283 -0.58
C 0.16679 -0.82013 -0.02215 -0.39
N 1.64766 -1.07795 0.19673 -0.25
S 2.65884 0.11709 -0.19962 -0.14
H -1.49765 1.32566 -1.37954 0.25
H -2.34036 1.01576 0.31350 0.27
H -0.40610 -1.71419 0.62531 0.27
H -0.14187 -1.06961 -1.06209 0.24
H 1.82159 -1.43064 1.07740 0.29

12
Properties=species:S:1:pos:R:3:mulliken_charge:R:1 method="wB97M-V/def2-TZVPD" fmax_ha_per_bohr=0.1345 smiles="S=C1NC=CCS1" e_tot_ha=-1006.483490 homo_lumo_gap_ha=0.309
S 0.84074 -1.94421 -0.96028 -0.35
C 0.17900 -0.68747 -0.08739 0.14
N 0.39220 -0.50708 1.25302 -0.21
C -0.19695 0.47411 1.88969 -0.05
C -0.55778 1.63953 1.36523 -0.47
C -0.35948 1.90326 -0.16559 -0.39
S -0.58990 0.51538 -1.07482 -0.08
H 1.10826 -1.25956 1.64263 0.32
H -0.63294 0.40050 3.00309 0.22
H -1.06669 2.33337 1.98424 0.35
H -1.22189 2.60820 -0.34701 0.25
H 0.66573 2.35179 -0.50414 0.27